Record 1
38
Properties=species:S:1:pos:R:3 method="wB97M-V/def2-TZVPD" spin_multiplicity=1 e_homo_ev=-11.75 orbital_gap_ha=0.182 de_lowest_kj_mol=78.4 charge=+1 lumo_energy_ev=-6.8
F 2.94 -1.73 -2.40
C 2.63 -0.46 -1.93
C 3.73 0.38 -1.79
C 3.41 1.63 -1.26
F 4.42 2.51 -0.97
C 2.12 2.04 -0.99
C 1.00 1.23 -1.23
C -0.40 1.93 -1.12
C -1.80 1.27 -1.32
C -2.91 2.05 -0.98
C -4.21 1.63 -1.23
F -5.23 2.48 -0.85
C -4.52 0.41 -1.82
C -3.42 -0.39 -2.07
F -3.71 -1.66 -2.53
C -2.08 -0.01 -1.86
C 1.29 -0.09 -1.65
H 4.77 0.10 -1.96
H 1.92 3.03 -0.59
H -0.36 2.89 -1.68
H -2.72 3.00 -0.48
H -5.56 0.09 -1.91
H -1.31 -0.75 -2.11
H 0.57 -0.91 -1.72
H -0.43 2.45 -0.11
C -0.64 -1.18 2.89
C -0.38 -2.26 2.01
C 0.88 -2.79 1.92
C 1.87 -2.48 3.02
C 1.70 -1.07 3.48
C 0.43 -0.56 3.56
H -1.63 -0.69 2.87
H -1.21 -2.57 1.36
H 1.20 -3.52 1.15
H 1.97 -3.26 3.82
H 2.85 -2.54 2.56
H 2.60 -0.55 3.82
H 0.20 0.37 4.09

***

Record 2
16
Properties=species:S:1:pos:R:3 method="wB97M-V/def2-TZVPD" spin_multiplicity=1 e_homo_ev=-15.34 orbital_gap_ha=0.348 de_lowest_kj_mol=301.6 charge=+1 lumo_energy_ev=-5.9
C 0.17 -2.02 -0.32
O 0.15 -0.60 -0.55
H -0.82 -2.33 0.02
H 0.44 -2.54 -1.25
H 0.94 -2.22 0.43
C -1.41 0.01 -0.89
O 1.53 1.44 0.71
C 0.53 0.91 1.27
C -0.84 1.46 0.93
O -0.97 1.18 -0.50
O -2.45 -0.53 -0.84
F 3.05 0.50 -2.49
H 0.62 0.35 2.22
H -1.62 0.90 1.46
H -0.97 2.53 1.13
Ca 1.66 0.97 -1.31

***

Record 3
87
Properties=species:S:1:pos:R:3 method="wB97M-V/def2-TZVPD" spin_multiplicity=1 e_homo_ev=-11.31 orbital_gap_ha=0.297 de_lowest_kj_mol=0.0 charge=+1 lumo_energy_ev=-3.2
C 0.54 2.56 3.03
C 0.62 3.00 1.77
C -0.14 2.43 0.59
C -1.55 1.87 0.93
O -1.77 0.49 0.73
C -1.18 -0.03 -0.46
C -1.77 0.70 -1.66
C -3.32 0.74 -1.59
C -3.98 -0.58 -1.19
C -5.48 -0.37 -0.94
C -5.76 0.42 0.32
O -5.85 -0.49 1.42
C -5.35 0.09 2.60
C 0.35 0.07 -0.25
C 0.59 -0.54 1.16
C 2.02 -0.91 1.52
O 2.26 -1.72 2.35
C 1.07 -0.77 -1.30
F 2.42 -0.52 -1.26
F 0.71 -0.35 -2.56
C 0.80 -2.29 -1.24
C 2.04 -3.17 -1.03
Si 1.42 -4.91 -0.53
C 2.63 -6.24 -1.09
C -0.26 -5.23 -1.32
C 1.24 -4.84 1.35
C 2.35 -5.03 2.18
C 2.24 -4.94 3.56
C 1.01 -4.65 4.15
C -0.11 -4.49 3.33
C -0.01 -4.58 1.94
N 0.82 1.50 -0.15
C 1.27 2.15 -1.42
O 2.09 3.24 -1.05
O 1.57 4.43 -1.64
H -0.37 2.18 3.50
H 1.42 2.61 3.66
H 1.24 3.86 1.55
H -0.33 3.28 -0.06
H -2.29 2.44 0.37
H -1.77 2.06 1.98
H -1.46 -1.08 -0.49
H -1.54 0.21 -2.60
H -1.44 1.73 -1.76
H -3.64 0.94 -2.62
H -3.68 1.58 -1.01
H -3.89 -1.27 -2.04
H -3.59 -1.00 -0.27
H -5.91 -1.36 -0.77
H -5.98 0.04 -1.82
H -4.97 1.14 0.55
H -6.68 0.99 0.23
H -5.82 1.06 2.81
H -5.57 -0.57 3.44
H -4.27 0.23 2.57
H 0.28 0.16 1.93
H -0.03 -1.42 1.32
H 2.86 -0.39 1.03
H 0.03 -2.54 -0.52
H 0.40 -2.56 -2.21
H 2.69 -2.80 -0.25
H 2.58 -3.28 -1.97
H 3.24 -6.63 -0.28
H 3.29 -5.80 -1.84
H 2.10 -7.05 -1.59
H -0.29 -4.83 -2.34
H -0.46 -6.30 -1.35
H -1.06 -4.74 -0.76
H 3.31 -5.24 1.73
H 3.12 -5.08 4.18
H 0.93 -4.56 5.22
H -1.06 -4.27 3.79
H -0.91 -4.44 1.36
H 1.66 1.49 0.44
H 0.46 2.54 -2.02
H 1.88 1.50 -2.03
H 1.28 4.97 -0.89
C 3.70 6.68 -1.87
C 3.32 7.90 -2.69
O 4.40 8.77 -2.45
C 5.50 8.00 -2.19
O 6.62 8.38 -2.21
O 5.12 6.71 -1.93
F 2.17 8.47 -2.23
H 3.37 6.78 -0.83
H 3.31 5.76 -2.28
H 3.23 7.71 -3.76

***

Record 4
57
Properties=species:S:1:pos:R:3 method="wB97M-V/def2-TZVPD" spin_multiplicity=1 e_homo_ev=-11.06 orbital_gap_ha=0.198 charge=+1 lumo_energy_ev=-5.7
Pd -0.53 0.53 -0.02
S 1.28 -2.69 6.19
C 0.94 -2.07 4.75
S 2.15 -1.33 3.72
C 1.12 -0.80 2.45
C -0.29 -1.10 2.65
S -1.51 -0.66 1.64
S -0.68 -1.98 4.10
S 1.75 0.01 1.17
N 2.20 2.71 -6.33
C 2.07 1.47 -5.81
O 2.42 0.46 -6.38
C 1.43 1.37 -4.43
C 1.31 0.09 -3.90
C 0.73 -0.07 -2.66
N 0.31 0.97 -1.93
C 0.42 2.20 -2.43
C 0.97 2.44 -3.68
H 2.63 2.78 -7.24
H 1.92 3.55 -5.87
H 1.65 -0.76 -4.48
H 0.59 -1.05 -2.23
H 0.07 3.01 -1.81
H 1.02 3.46 -4.02
C -2.45 0.38 6.03
C -1.70 1.11 4.96
C -0.31 1.18 4.98
C 0.39 1.85 3.98
C -0.31 2.47 2.96
C -1.70 2.41 2.91
C -2.38 1.74 3.91
S 0.59 3.23 1.62
C 0.35 4.93 2.12
O -0.24 3.05 0.37
H -1.78 -0.16 6.70
H -3.15 -0.34 5.60
H -3.04 1.08 6.64
H 0.24 0.69 5.78
H 1.48 1.87 3.99
H -2.22 2.86 2.08
H -3.46 1.69 3.88
H -0.72 5.14 2.16
H 0.84 5.56 1.39
H 0.80 5.06 3.11
O -2.29 -0.49 -2.17
B -2.24 0.28 -1.02
O -3.49 0.76 -0.67
C -4.35 0.28 -1.65
C -5.70 0.47 -1.77
C -6.32 -0.14 -2.86
C -5.59 -0.91 -3.77
C -4.22 -1.09 -3.63
C -3.63 -0.48 -2.55
H -6.26 1.07 -1.06
H -7.38 -0.02 -3.00
H -6.10 -1.37 -4.60
H -3.64 -1.69 -4.33

***

Record 5
72
Properties=species:S:1:pos:R:3 method="wB97M-V/def2-TZVPD" spin_multiplicity=2 e_homo_ev="-7.96 / -8.22" orbital_gap_ha="0.283 / 0.253" de_lowest_kj_mol=59.3 lumo_energy_ev="-0.3 / -1.3"
Re 0.04 0.47 0.79
N 1.68 0.08 -0.68
C 1.28 -0.42 -1.98
C 1.94 -1.45 -2.62
C 1.50 -1.85 -3.87
C 0.43 -1.22 -4.48
C -0.23 -0.18 -3.83
C 0.18 0.20 -2.57
P -0.47 1.51 -1.49
C -2.17 1.84 -1.98
C -2.68 3.13 -1.78
C -4.01 3.39 -2.08
C -4.83 2.38 -2.56
C -4.32 1.10 -2.74
C -3.00 0.83 -2.45
C 0.49 2.92 -2.12
C 0.16 3.44 -3.38
C 0.94 4.42 -3.96
C 2.08 4.88 -3.31
C 2.42 4.36 -2.08
C 1.63 3.39 -1.48
H 2.27 -0.65 -0.24
H 2.27 0.90 -0.81
H 2.78 -1.94 -2.14
H 2.00 -2.67 -4.38
H 0.09 -1.54 -5.46
H -1.07 0.31 -4.31
H -2.05 3.91 -1.38
H -4.40 4.38 -1.91
H -5.86 2.59 -2.78
H -4.97 0.31 -3.10
H -2.62 -0.18 -2.56
H -0.72 3.08 -3.89
H 0.67 4.82 -4.93
H 2.69 5.65 -3.77
H 3.30 4.73 -1.55
H 1.89 3.04 -0.49
S -4.25 -1.00 0.64
C -2.74 -0.43 0.61
S -1.25 -1.30 0.17
S -2.16 1.17 1.07
N -0.25 -7.08 3.16
C 0.42 -5.93 2.84
C 1.30 -5.34 3.76
C 1.94 -4.16 3.46
C 1.73 -3.55 2.23
C 0.86 -4.12 1.31
C 0.21 -5.30 1.61
S 2.51 -2.03 1.87
O 2.87 -2.04 0.46
O 3.54 -1.79 2.83
N 1.33 -0.89 1.98
C 0.76 -0.62 3.17
N -0.19 0.31 2.93
C -0.88 0.81 3.94
C -0.64 0.34 5.22
C 0.30 -0.68 5.35
N 1.01 -1.18 4.34
H 0.07 -7.63 3.93
H -0.70 -7.59 2.42
H 1.47 -5.82 4.72
H 2.61 -3.70 4.17
H 0.69 -3.64 0.35
H -0.47 -5.74 0.89
H -1.62 1.57 3.70
H -1.17 0.73 6.07
H 0.49 -1.12 6.33
F 1.62 4.41 2.13
B 0.54 3.65 1.79
F 1.14 2.31 1.31
F -0.17 4.12 0.71
F -0.28 3.33 2.85

***

Record 6
119
Properties=species:S:1:pos:R:3 method="wB97M-V/def2-TZVPD" spin_multiplicity=1 e_homo_ev="-3.71 / -3.24" orbital_gap_ha="0.168 / 0.150" de_lowest_kj_mol=180.8 charge=-1 lumo_energy_ev="0.9 / 0.8"
Cd -0.87 -2.81 0.91
C -2.96 -5.12 -5.38
C -1.55 -4.46 -5.60
C -1.46 -3.46 -6.73
C -0.64 -5.73 -5.99
C -1.16 -3.69 -4.39
C -1.64 -4.26 -3.23
C -1.59 -3.54 -2.02
Se -2.57 -4.34 -0.45
C -4.07 -3.05 -0.45
C -5.16 -3.66 -1.13
C -6.47 -3.42 -0.82
C -6.60 -2.31 0.04
C -5.64 -1.56 0.73
C -4.18 -1.90 0.42
O -3.18 -1.35 0.89
C -6.12 -0.53 1.74
C -5.06 -0.01 2.65
C -6.93 -1.42 2.75
C -6.89 0.60 1.11
C -7.69 -4.10 -1.55
C -7.90 -3.20 -2.83
C -7.37 -5.44 -2.00
C -8.88 -4.25 -0.64
C -0.94 -2.27 -1.90
O -0.95 -1.52 -0.86
C -0.19 -1.86 -3.09
C -0.37 -2.50 -4.27
C 0.65 -0.50 -3.08
C 2.17 -0.66 -3.57
C -0.07 0.59 -3.95
C 0.90 0.02 -1.57
H -3.52 -5.23 -6.34
H -3.61 -4.42 -4.86
H -2.80 -6.05 -4.78
H -1.61 -3.95 -7.67
H -0.44 -3.06 -6.74
H -2.14 -2.59 -6.62
H -0.76 -5.96 -7.07
H -0.92 -6.56 -5.35
H 0.45 -5.44 -5.86
H -2.04 -5.31 -3.19
H -4.92 -4.41 -1.93
H -7.62 -2.00 0.03
H -4.38 -0.81 3.04
H -5.50 0.48 3.54
H -4.49 0.80 2.19
H -7.55 -2.07 2.27
H -7.57 -0.78 3.46
H -6.32 -2.10 3.38
H -6.54 0.86 0.11
H -6.86 1.52 1.73
H -7.89 0.23 1.02
H -7.02 -3.20 -3.47
H -8.02 -2.15 -2.63
H -8.58 -3.73 -3.51
H -6.67 -5.36 -2.84
H -8.19 -6.10 -2.24
H -6.73 -5.85 -1.21
H -9.48 -3.31 -0.45
H -8.62 -4.69 0.29
H -9.55 -4.90 -1.17
H 0.13 -2.09 -5.19
H 2.27 -0.63 -4.71
H 2.57 -1.63 -3.32
H 2.86 0.14 -3.13
H 0.33 0.77 -5.00
H 0.04 1.59 -3.42
H -1.14 0.38 -4.00
H 1.48 -0.73 -0.99
H 0.02 0.31 -1.00
H 1.60 0.89 -1.62
F 11.35 1.65 4.26
C 10.54 2.61 3.72
C 10.98 3.87 3.41
F 12.27 4.23 3.64
C 10.12 4.70 2.68
F 10.63 5.81 2.20
C 8.79 4.40 2.49
P 7.79 5.80 1.89
C 8.02 5.90 0.21
C 7.66 4.74 -0.49
C 7.66 4.90 -1.86
C 7.84 6.16 -2.49
C 8.25 7.29 -1.70
C 8.43 7.18 -0.35
C 8.18 7.37 2.72
C 8.83 7.30 3.95
C 8.86 8.51 4.69
C 8.42 9.73 4.20
C 7.88 9.76 2.94
C 7.66 8.57 2.24
C 8.25 3.11 2.90
Br 6.37 2.72 2.98
C 9.14 2.23 3.48
F 8.85 0.88 3.62
H 7.45 3.80 0.02
H 7.54 4.01 -2.46
H 7.74 6.27 -3.55
H 8.37 8.27 -2.19
H 8.83 7.91 0.32
H 9.06 6.41 4.56
H 9.29 8.40 5.69
H 8.32 10.60 4.90
H 7.37 10.69 2.63
H 7.02 8.52 1.35
H 6.39 5.45 2.14
O 4.88 -6.57 0.16
C 4.06 -6.51 0.87
C -6.87 -1.99 7.47
S -5.05 -2.42 7.10
C -4.07 -1.34 8.11
O -5.07 -3.80 7.47
H -7.41 -2.62 8.26
H -7.26 -1.77 6.53
H -6.65 -0.96 7.75
H -3.00 -1.56 8.19
H -4.52 -1.16 9.11
H -4.06 -0.24 7.71

***

Record 7
24
Properties=species:S:1:pos:R:3 method="wB97M-V/def2-TZVPD" spin_multiplicity=1 e_homo_ev=-8.15 orbital_gap_ha=0.273 de_lowest_kj_mol=462.3 lumo_energy_ev=-0.7
C 1.08 -0.69 0.17
C 1.69 0.59 0.21
C 0.61 -1.76 0.44
C 3.13 0.53 0.15
C -1.19 0.89 0.15
C 0.14 -3.14 0.44
C 3.89 1.84 -0.06
C -1.26 0.88 -1.34
C -2.46 0.63 0.95
N 0.98 1.66 0.49
N -0.25 1.40 0.75
S 3.91 -0.91 -0.07
H -0.22 -3.42 1.36
H -0.56 -3.33 -0.38
H 1.05 -3.66 0.30
H 4.10 2.11 1.03
H 4.87 1.92 -0.51
H 3.16 2.58 -0.51
H -1.70 1.84 -1.72
H -1.87 0.02 -1.69
H -0.29 0.79 -1.75
H -3.42 1.19 0.79
H -2.36 0.86 2.07
H -2.80 -0.41 0.75

***

Record 8
16
Properties=species:S:1:pos:R:3 method="wB97M-V/def2-TZVPD" spin_multiplicity=4 e_homo_ev="-15.10 / -15.04" orbital_gap_ha="0.236 / 0.075" de_lowest_kj_mol=52.1 charge=+2 lumo_energy_ev="-8.7 / -13.0"
O -0.68 -1.78 0.29
C -0.38 -2.91 0.16
C -0.04 -4.16 0.05
H 0.20 -4.57 -0.93
H 0.16 -4.74 0.96
O -0.52 0.50 -0.52
O 1.61 -0.09 -1.20
C -0.64 1.80 0.36
C -1.59 2.69 -0.36
C 0.49 0.01 -0.96
H -0.98 1.40 1.32
H 0.38 2.20 0.42
H -1.03 3.60 -0.59
H -1.93 2.28 -1.32
H -2.45 2.94 0.27
Pt 4.64 2.35 -0.19

***

Looking at largest force on an atom for the records above, in order, we have 2.9 5.2 2.0 0.7 0.6 6.5 4.0 3.2 eV/Å.